Here is a molecular structure, C7H4Cl2CuF15O15S5 in a non-equilibrium geometry from the Open Molecules 2025 dataset. Energies are from the ωB97M-V functional and the def2-TZVPD basis.

The spin multiplicity is 2. The expectation value of S² is 0.767. The energy above the lowest of the compared OMol25 structures with the same formula, charge and spin comes out at 162.3 kcal/mol. The calculated total energy is -7447.393337 hartree. The orbital gap (spin up / spin down) is 5.031 / 2.228 eV. The total charge is -3. As for the LUMO energy (spin up / spin down): 3.292 / 0.489 eV.

Each line ends with the Mulliken spin population.
Atoms and positions in Å:
H1 -1.6242 5.3308 -13.3162  0.00
S1 -1.4378 -4.7081 -16.6404  0.00
C1 5.5141 -5.6194 -10.7214  -0.01
F1 5.8996 -4.3220 -10.5390  0.00
C2 -2.6402 0.4654 -7.0381  0.00
O1 2.7354 -5.5968 -11.1962  0.36
C3 -4.1139 -8.7842 -11.2121  0.00
F2 4.3786 1.1102 -12.3716  0.00
F3 -2.9138 0.8916 -8.2566  0.00
C4 -2.8236 -3.9193 -17.6545  0.00
C5 -2.0891 3.2771 -13.7778  0.00
F4 -1.6611 1.2397 -6.5155  0.00
S2 3.7090 -5.8934 -10.1495  -0.12
O2 -2.7823 -2.2677 -6.5747  0.00
O3 -2.4735 -6.5651 -10.7884  0.00
F5 -3.7948 0.4073 -6.2676  0.00
H2 -3.1265 3.4676 -13.5028  0.00
O4 3.5400 -4.8666 -9.1085  0.52
F6 4.8044 2.4462 -10.6570  0.00
O5 -0.5157 -5.1626 -17.6904  0.00
O6 -0.9643 -3.6124 -15.7925  0.00
O7 -0.4901 -1.3957 -6.7220  0.00
O8 -1.9281 -8.6425 -9.6638  0.00
F7 5.4183 -5.7951 -12.0644  0.00
O9 -1.9295 -5.7735 -15.8239  0.00
C6 -1.1678 4.3410 -13.3321  0.00
O10 -1.7386 -1.5542 -8.7204  0.00
O11 3.7928 -0.3046 -8.8522  0.00
Cu1 -0.4640 -3.4054 -12.1267  0.00
S3 -2.9841 -7.7265 -10.0646  0.00
F8 -3.6776 -4.8986 -18.2067  0.00
O12 2.6753 -0.7946 -10.9495  0.00
O13 2.2767 1.3065 -9.6212  0.00
F9 6.3370 -6.3974 -10.1091  0.00
F10 -4.7887 -9.6701 -10.4820  0.00
O14 -3.7688 -7.3058 -8.8898  0.00
S4 3.2502 0.2943 -10.0683  0.00
C7 4.6699 1.1620 -11.0507  0.00
H3 -0.9445 4.1702 -12.2790  0.00
Cl1 0.3155 4.3800 -14.3364  0.00
F11 -5.0059 -7.9369 -11.6917  0.00
F12 5.9018 0.5260 -10.8714  0.00
F13 -2.3364 -3.2855 -18.6783  0.00
F14 -3.4710 -9.3817 -12.2314  0.00
Cl2 -1.7327 1.5517 -13.3126  0.00
H4 -2.1662 3.1740 -14.8602  0.00
F15 -3.6364 -3.1444 -16.8960  0.00
S5 -1.9047 -1.3571 -7.2732  0.00
O15 3.4742 -7.2301 -9.6183  0.25

Cartesian forces, eV/Å:
-0.103 -0.069 -0.603
2.275 -0.217 0.218
-1.939 2.550 -1.550
-0.619 -1.697 0.080
1.230 -2.994 0.128
1.359 0.239 -0.020
1.191 1.757 1.230
0.537 0.431 0.787
-0.716 0.923 0.107
-1.469 -2.465 1.019
-1.472 -1.451 -1.389
-1.574 0.038 0.153
-2.144 -0.468 1.207
-0.923 0.755 -0.065
-0.782 -0.817 -0.993
1.611 1.015 -0.832
0.150 0.053 0.611
0.289 -0.140 -0.101
0.183 -0.764 -0.513
-0.979 0.889 0.473
-0.199 0.424 -0.810
-3.220 1.234 0.057
-0.284 -0.771 -0.804
0.938 -0.537 0.925
-1.377 -0.672 -0.100
0.439 0.071 0.952
-1.733 0.777 0.408
1.736 0.382 -1.089
-0.157 -0.081 0.161
1.623 1.325 2.822
0.973 0.936 0.728
1.728 2.787 0.423
1.356 0.218 -2.202
0.677 -0.891 0.010
0.133 -0.801 -0.146
-0.595 -0.954 -1.741
-3.743 -3.013 2.324
-0.059 -1.090 0.372
0.642 -0.163 -0.097
-0.158 0.129 0.361
-0.804 0.297 -0.977
-1.626 1.010 -0.306
0.215 1.231 -0.607
-0.405 -0.037 0.521
0.145 0.988 0.226
0.376 0.428 -0.063
0.653 -0.036 -0.710
5.230 -1.771 -0.029
1.388 1.014 -0.553